Record 1
The following is a quantum chemistry calculation of one molecule with the formula C10H22BN5O4 in a non-equilibrium geometry, from the Open Molecules 2025 dataset.

Summary:
HOMO-LUMO gap, eV: 9.1
Multiplicity: 1
E_HOMO, eV: -8.619
LUMO level, eV: 0.5
SMILES string: NC(N)=NCCC[C@H](N)C(=O)N1C[C@@H](O)C[C@H]1B(O)O

Positions of all 42 atoms, in Å:
N 0.658 -0.110 -2.679
C 0.531 -1.300 -3.350
N 0.554 -1.170 -4.722
N 0.452 -2.404 -2.733
C 0.591 -2.461 -1.336
C -0.566 -3.023 -0.542
C -1.825 -2.070 -0.355
C -1.625 -1.057 0.719
N -2.833 -0.852 1.618
C -1.142 0.282 0.265
O -1.325 0.778 -0.849
N -0.223 0.986 1.119
C -0.460 1.208 2.502
C 0.078 2.638 2.860
O 1.193 2.498 3.650
C 0.364 3.276 1.462
C 0.642 2.018 0.561
B 2.073 1.313 0.721
O 2.960 1.605 1.677
O 2.477 0.543 -0.348
H -0.162 0.128 -2.131
H 0.886 0.679 -3.256
H 0.402 -1.961 -5.373
H 0.855 -0.301 -5.152
H 1.462 -3.115 -1.072
H 0.914 -1.485 -0.927
H -0.819 -4.004 -1.010
H -0.224 -3.319 0.435
H -2.641 -2.731 -0.096
H -2.156 -1.584 -1.308
H -0.816 -1.380 1.492
H -3.059 -1.660 2.108
H -3.649 -0.585 1.011
H -1.503 1.148 2.721
H 0.123 0.435 3.085
H -0.815 3.092 3.455
H 1.932 2.274 3.023
H -0.533 3.907 1.164
H 1.202 4.004 1.507
H 0.294 2.318 -0.458
H 3.893 1.194 1.571
H 1.840 0.250 -1.028

=====

Record 2
The following is a quantum chemistry calculation of a 3-piece molecular cluster, C3H7NO2 overall in a non-equilibrium geometry, from the Open Molecules 2025 dataset.

Summary:
Relative energy (zero: lowest compared OMol25 entry of this formula, charge and spin), kcal per mole: 222.0
HOMO-LUMO gap, eV: 3.5
Multiplicity: 1
E_HOMO, eV: -8.085
LUMO level, eV: -4.6

Positions of all 13 atoms, in Å:
C 1.345 0.549 0.746
N 1.917 0.534 -0.382
C -2.479 0.005 0.053
C -1.751 1.037 -0.537
O -0.671 0.868 -1.116
O 2.513 -1.920 0.007
H 1.297 -0.391 1.298
H 0.680 1.372 0.973
H 2.858 -2.615 -0.579
H 2.110 -0.485 -0.622
H -2.123 -1.007 -0.116
H -3.383 0.062 0.644
H -2.312 1.990 -0.369

=====

Record 3
The following is a quantum chemistry calculation of a 2-piece molecular cluster, C5H15NO overall in a non-equilibrium geometry, from the Open Molecules 2025 dataset.

Summary:
Relative energy (zero: lowest compared OMol25 entry of this formula, charge and spin), kcal per mole: 31.9
HOMO-LUMO gap, eV: 10.1
Multiplicity: 1
E_HOMO, eV: -9.162
LUMO level, eV: 0.9
SMILES string: CC[C@@H](C)CN.O

Positions of all 22 atoms, in Å:
C -1.162 -2.007 0.943
C -0.513 -0.652 0.639
C -0.184 -0.551 -0.884
C -1.410 0.113 -1.519
C 1.031 0.363 -1.206
N 1.704 0.912 -0.004
H -1.734 -1.820 1.887
H -2.010 -2.231 0.300
H -0.449 -2.818 1.088
H -1.142 0.220 0.846
H 0.436 -0.562 1.148
H -0.031 -1.489 -1.430
H -1.320 0.004 -2.590
H -2.354 -0.205 -1.104
H -1.361 1.200 -1.348
H 1.833 -0.182 -1.735
H 0.790 1.312 -1.721
H 2.268 1.731 -0.170
H 2.174 0.308 0.652
O 1.221 2.380 2.321
H 0.693 1.600 2.488
H 1.519 2.373 1.398

=====

Record 4
The following is a quantum chemistry calculation of an isolated ion of composition CH3O2S2 and charge -1 in a non-equilibrium geometry, from the Open Molecules 2025 dataset.

Summary:
Relative energy (zero: lowest compared OMol25 entry of this formula, charge and spin), kcal per mole: 52.1
HOMO-LUMO gap, eV: 7.1
Multiplicity: 1
E_HOMO, eV: -3.674
Total charge: -1
LUMO level, eV: 3.4

Positions of all 8 atoms, in Å:
C 0.384 -0.436 -0.428
O -2.151 -1.209 0.003
O -1.562 1.143 0.276
S 2.173 0.565 0.455
S -1.280 -0.245 0.690
H 0.276 0.242 -1.209
H 0.686 -1.565 -0.656
H 1.475 1.504 0.868